(1)
A structure of composition C4H11NO, computed with the ωB97M-V functional and the def2-TZVPD basis.

```
17
Properties=species:S:1:pos:R:3:nbo_charge:R:1
C -0.3552 -0.3129 0.5973 0.162
C -0.7623 -0.3115 -0.7624 -0.355
C 0.9783 -0.0875 1.2313 -0.689
C 0.3297 -1.7626 -1.0839 -0.666
N -0.3664 2.4792 0.3510 -0.585
O -1.2206 1.3743 0.5637 -0.539
H -1.0726 -0.8052 1.2501 0.213
H 0.2125 2.5799 -0.4827 0.312
H -1.0186 3.2647 0.2664 0.346
H -0.4868 0.4321 -1.4997 0.227
H -1.7416 -0.7406 -0.9387 0.227
H 0.9307 0.8777 1.7488 0.280
H 1.7784 0.0236 0.4996 0.216
H 1.2052 -0.8780 1.9446 0.227
H 0.3774 -1.7298 -2.1700 0.214
H -0.1542 -2.6782 -0.7574 0.205
H 1.3660 -1.7255 -0.7582 0.205
```

Output
E_HOMO: -7.66 eV
Kohn-Sham gap: 8.648 eV

***

(2)
The molecule C5H6O2, computed with the ωB97M-V functional and the def2-TZVPD basis.

```
13
Properties=species:S:1:pos:R:3:nbo_charge:R:1
C 1.1777 1.0548 1.3222 -0.245
O 0.0192 0.3441 0.9202 -0.528
C 0.3808 -0.8352 0.3328 0.098
C -0.1519 -1.2327 -0.8199 -0.261
C -1.2140 -0.5190 -1.5231 -0.592
C -1.8618 0.5282 -1.0342 0.760
O -2.4900 1.4412 -0.6729 -0.447
H 0.8761 1.8384 2.0169 0.197
H 1.8754 0.3692 1.8219 0.171
H 1.6856 1.4903 0.4521 0.179
H 1.1092 -1.4176 0.8941 0.174
H 0.2037 -2.1613 -1.2529 0.225
H -1.6101 -0.9004 -2.4573 0.269
```

Output
E_HOMO: -7.95 eV
SMILES: CO/C=C\C=C=O
Kohn-Sham gap: 8.879 eV

***

(3)
The molecule CH2N4, computed with the ωB97M-V functional and the def2-TZVPD basis.

```
7
Properties=species:S:1:pos:R:3:nbo_charge:R:1
C -0.0539 -0.2718 -1.0623 0.100
N 0.6067 0.7532 -0.8070 -0.257
N 0.3972 1.0939 0.4728 -0.088
N -0.2943 0.0752 1.0071 -0.155
N -0.5226 -0.9185 0.1757 -0.244
H 0.1593 -0.7648 -1.9136 0.200
H -0.2924 0.0328 2.1273 0.444
```

Output
E_HOMO: -10.54 eV
SMILES: c1nn[nH]n1
Kohn-Sham gap: 11.223 eV

***

(4)
A structure of composition C6H8O2, computed with the ωB97M-V functional and the def2-TZVPD basis.

```
16
Properties=species:S:1:pos:R:3:nbo_charge:R:1
C 1.3988 -0.8548 1.1865 -0.110
C -0.6016 -1.2414 -0.1700 0.324
C 0.2617 0.2781 0.8587 -0.007
C -0.4001 1.6898 0.1904 -0.405
C -0.7673 1.0855 -1.1128 -0.215
C -0.6512 -0.2254 -1.3387 -0.236
H 1.4486 -1.5999 2.2157 0.222
H 2.3555 -0.3962 0.6972 0.203
H -1.3959 -2.0699 -0.0921 0.197
H 0.8636 0.2689 -0.0932 0.199
H 0.4979 2.2440 0.0728 0.220
H -1.2192 2.0390 0.8730 0.254
H -0.5888 1.8700 -2.0286 0.231
H -0.9541 -0.7514 -2.3401 0.228
O 0.6593 -1.8313 0.2228 -0.580
O -0.9072 -0.5052 0.8586 -0.524
```

Output
E_HOMO: -9.13 eV
Kohn-Sham gap: 9.892 eV

***

(5)
A structure of composition C26H19BrF3N2O10S3W, computed with the ωB97M-V functional and the def2-TZVPD basis.

```
65
Properties=species:S:1:pos:R:3:nbo_charge:R:1
W -0.1301 -0.2208 -0.4891 2.261
C 7.5413 -1.9955 -0.5894 -0.643
C 6.1522 -1.9834 -0.0549 0.066
C 5.7260 -3.0183 0.7776 -0.207
C 4.4337 -3.0468 1.2601 -0.163
C 3.5643 -2.0234 0.9046 -0.286
C 3.9616 -0.9595 0.1134 -0.173
C 5.2624 -0.9533 -0.3624 -0.196
S 1.8971 -2.1715 1.4508 2.270
O 1.1818 -3.0909 0.3326 -0.677
O 1.8223 -2.8500 2.6948 -0.843
N 1.0221 -0.8222 1.3413 -0.912
C -0.1559 -0.8893 2.1024 0.403
C -0.2295 -1.0068 3.4876 -0.187
C -1.4867 -1.0977 4.0622 -0.104
C -2.6214 -1.0724 3.2555 -0.240
C -2.4628 -0.9250 1.8921 0.090
N -1.2514 -0.8581 1.3192 -0.496
H 7.8467 -3.0162 -0.8037 0.234
H 8.2268 -1.5944 0.1558 0.244
H 7.6177 -1.3962 -1.4893 0.231
H 6.4157 -3.8068 1.0422 0.236
H 4.0839 -3.8440 1.8940 0.248
H 3.2649 -0.1647 -0.1164 0.251
H 5.5941 -0.1461 -0.9944 0.233
H 0.6742 -1.0074 4.0735 0.251
H -1.5911 -1.1905 5.1320 0.244
H -3.6052 -1.1767 3.6859 0.252
H -3.3028 -0.8703 1.2106 0.239
O 1.0907 1.3277 -0.0828 -0.943
S 0.7539 2.2706 1.0371 2.421
O 1.8969 2.6650 1.7948 -0.902
O -0.3026 1.6089 1.7833 -0.964
C 0.0843 3.7340 0.2344 -0.328
C 0.4730 5.0037 0.6406 -0.161
C -0.0750 6.1294 0.0362 -0.162
C -1.0211 5.9878 -0.9672 -0.179
C -1.4027 4.7199 -1.3801 -0.169
C -0.8366 3.5991 -0.7892 -0.274
S -1.3573 2.0201 -1.4220 2.394
O -0.2360 1.3330 -2.0796 -0.856
O -2.5265 2.2349 -2.2029 -0.876
O -1.6214 1.1401 -0.2342 -0.896
H 1.2165 5.0933 1.4167 0.258
H 0.2425 7.1155 0.3403 0.240
H -1.4602 6.8534 -1.4378 0.240
H -2.1335 4.5640 -2.1553 0.256
Br -8.1249 -1.0407 -1.1212 0.104
C -6.2967 -0.9083 -1.5795 -0.072
C -5.3782 -1.7540 -0.9700 -0.198
C -4.0427 -1.6615 -1.3106 -0.186
C -3.6328 -0.7389 -2.2727 -0.203
C -4.5653 0.0840 -2.8993 -0.112
C -5.8967 0.0187 -2.5328 -0.238
C -2.1957 -0.5976 -2.5876 0.778
O -1.7227 -0.1728 -3.6088 -0.485
O -1.4031 -0.9672 -1.5652 -0.631
H -5.7095 -2.4842 -0.2469 0.229
H -3.3097 -2.3229 -0.8680 0.232
H -4.2241 0.7794 -3.6485 0.249
H -6.6243 0.6713 -2.9882 0.242
F 1.4042 -0.6147 -1.4698 -0.461
C 0.1569 -2.4660 -0.4143 0.692
F -1.0126 -3.1296 -0.0365 -0.350
F 0.3409 -2.8952 -1.7018 -0.311
```

Output
E_HOMO: -11.56 eV
Kohn-Sham gap: 6.373 eV
net charge: +1

***

(6)
The molecule C5H12O, computed with the ωB97M-V functional and the def2-TZVPD basis.

```
18
Properties=species:S:1:pos:R:3:nbo_charge:R:1
C -1.2379 0.7370 -1.0096 -0.605
C -0.4670 -0.2520 -0.1326 -0.210
C -1.4096 -1.1661 0.6512 -0.600
C 0.5680 0.4667 0.7548 -0.426
C 1.9304 0.5762 0.0663 -0.057
O 2.5115 -0.6868 -0.1933 -0.715
H -0.5674 1.4795 -1.4588 0.207
H -1.9872 1.2795 -0.4193 0.204
H -1.7602 0.2217 -1.8227 0.209
H 0.0860 -0.9198 -0.8150 0.164
H -2.1200 -0.5943 1.2602 0.203
H -0.8455 -1.8257 1.3205 0.210
H -1.9878 -1.7975 -0.0334 0.208
H 0.2183 1.4779 1.0074 0.206
H 0.7079 -0.0703 1.7015 0.209
H 2.6393 1.0986 0.7152 0.183
H 1.8383 1.1643 -0.8632 0.151
H 1.8830 -1.1889 -0.7290 0.459
```

Output
E_HOMO: -10.24 eV
SMILES: CC(C)CCO
Kohn-Sham gap: 11.284 eV

***

(7)
A cluster of 7 separate species, C28H41ClF18NO13 in total, computed with the ωB97M-V functional and the def2-TZVPD basis.

```
102
Properties=species:S:1:pos:R:3:mulliken_charge:R:1
C 0.1809 -0.9241 -5.4093 -1.000
C 1.2123 -2.0818 -5.3567 0.402
O 2.3917 -1.8025 -4.6018 -0.391
C 3.2368 -0.8992 -5.2440 -0.559
C 3.9459 -1.4734 -6.5164 -0.413
N 4.2984 -0.2987 -7.4119 -0.240
Cl 2.9480 0.3648 -8.2585 0.115
H -0.6271 -1.2465 -6.0987 0.391
H 0.5772 0.0174 -5.8391 0.351
H -0.3097 -0.7250 -4.4390 0.099
H 0.7219 -2.9511 -4.8610 -0.138
H 1.4077 -2.4060 -6.4016 0.175
H 4.0384 -0.6315 -4.5246 0.319
H 2.7306 0.0649 -5.4808 0.346
H 4.9202 -1.9378 -6.2613 0.332
H 3.3557 -2.2072 -7.0844 0.380
H 4.9655 -0.6461 -8.1071 0.419
H 4.7643 0.3918 -6.8131 0.396
C -3.9503 -4.8105 -0.5790 -1.163
C -2.4418 -4.8109 -0.7082 -0.091
O -2.0359 -5.2438 -2.0206 -0.351
C -2.0765 -4.3211 -2.9730 0.372
O -2.4186 -3.1879 -2.8226 -0.531
C -1.5777 -4.9067 -4.2896 0.953
F -2.0961 -6.1051 -4.5404 -0.249
F -0.2444 -5.0486 -4.2828 -0.276
F -1.8777 -4.1348 -5.3315 -0.257
H -4.3579 -5.7881 -0.8350 0.290
H -4.2483 -4.5601 0.4372 0.304
H -4.4017 -4.0871 -1.2596 0.429
H -2.0092 -5.5207 -0.0063 0.327
H -2.0180 -3.8319 -0.4805 0.261
C 0.8024 1.2389 -1.8370 -0.808
C -0.6527 1.0439 -1.4681 -0.344
O -1.1055 2.0980 -0.6040 -0.306
C -1.4501 3.2355 -1.2110 0.083
O -1.3978 3.4203 -2.3869 -0.554
C -1.9638 4.2464 -0.1878 1.233
F -1.1853 4.3192 0.9061 -0.244
F -3.1921 3.9223 0.2244 -0.278
F -2.0349 5.4721 -0.6922 -0.268
H 1.4171 1.3319 -0.9408 0.112
H 1.1689 0.3990 -2.4306 0.310
H 0.9400 2.1546 -2.4146 0.351
H -0.7742 0.1153 -0.9120 0.343
H -1.2878 0.9751 -2.3526 0.362
C -2.5419 6.0444 2.5891 -0.773
C -3.0745 7.4195 2.9353 -0.519
O -4.4496 7.3507 3.3428 -0.326
C -4.6574 6.9933 4.6086 0.368
O -3.8013 6.7320 5.3949 -0.513
C -6.1504 7.0064 4.9186 0.901
F -6.8646 6.4201 3.9555 -0.247
F -6.6040 8.2563 5.0410 -0.254
F -6.4257 6.3735 6.0515 -0.239
H -3.1714 5.5724 1.8438 0.223
H -1.5278 6.1139 2.2073 0.374
H -2.5383 5.3933 3.4649 0.305
H -3.0486 8.0601 2.0544 0.363
H -2.4714 7.9036 3.7048 0.346
C -6.2300 -10.8042 0.2112 -1.128
C -5.3639 -10.8118 1.4536 -0.196
O -4.5485 -9.6292 1.5195 -0.322
C -5.1491 -8.5398 1.9917 0.278
O -6.2835 -8.4808 2.3475 -0.498
C -4.1592 -7.3816 2.0508 1.007
F -3.4270 -7.2856 0.9309 -0.263
F -3.3028 -7.5253 3.0634 -0.275
F -4.7670 -6.2137 2.2224 -0.251
H -5.6170 -10.6743 -0.6823 0.303
H -6.7851 -11.7385 0.1251 0.377
H -6.9435 -9.9797 0.2342 0.319
H -4.6753 -11.6549 1.4216 0.325
H -5.9610 -10.9153 2.3602 0.328
C 3.9254 6.9728 3.7156 -1.157
C 2.5361 6.5118 3.3270 -0.173
O 2.5548 5.8335 2.0571 -0.319
C 2.9259 4.5596 2.0890 0.290
O 3.2402 3.9574 3.0694 -0.521
C 2.8535 3.9564 0.6905 0.963
F 3.3902 4.7532 -0.2343 -0.283
F 1.5900 3.7299 0.3232 -0.220
F 3.4966 2.7932 0.6095 -0.203
H 4.3603 7.5867 2.9253 0.319
H 3.8922 7.5550 4.6364 0.378
H 4.5936 6.1243 3.8678 0.294
H 1.8802 7.3723 3.2027 0.330
H 2.0933 5.8751 4.0937 0.317
C 4.2937 0.8069 3.7637 -1.211
C 5.3248 1.5014 2.9004 0.086
O 6.6341 1.4044 3.4872 -0.360
C 7.2796 0.2613 3.2711 0.329
O 6.8530 -0.6587 2.6440 -0.514
C 8.6650 0.3135 3.9061 0.907
F 8.6284 0.8097 5.1431 -0.244
F 9.4900 1.0877 3.1941 -0.254
F 9.2202 -0.8893 3.9819 -0.242
H 4.3209 1.1983 4.7817 0.307
H 3.2928 0.9522 3.3566 0.341
H 4.4903 -0.2643 3.8261 0.409
H 5.0951 2.5608 2.8339 0.135
H 5.3308 1.1067 1.8833 0.293
```

Output
E_HOMO: -12.39 eV
Kohn-Sham gap: 7.446 eV
net charge: +1

***

(8)
A structure of composition C31H32CoF4N4P, computed with the ωB97M-V functional and the def2-TZVPD basis.

```
73
Properties=species:S:1:pos:R:3:lowdin_spin:R:1
Co 1.0667 0.5457 -0.4934 1.047
C 2.4519 -1.3171 1.5180 -0.001
N 2.6126 0.0836 1.0948 0.026
C 4.0178 0.2918 0.7258 0.002
C 2.2596 1.0046 2.1930 0.002
C 0.7759 1.2633 2.2554 -0.003
N 0.3171 1.6150 0.9163 -0.052
C -0.8744 2.2355 0.6935 -0.001
C -1.2201 2.5782 -0.6226 -0.003
F -0.3392 2.2368 -1.6197 0.019
C -2.3986 3.1799 -0.9795 0.001
F -2.6204 3.4275 -2.2781 0.001
C -3.3479 3.5070 -0.0350 -0.007
C -3.0469 3.1800 1.2689 0.000
F -3.9323 3.4430 2.2371 0.001
C -1.8652 2.5668 1.6323 -0.005
F -1.7073 2.2426 2.9362 -0.001
H 3.2267 -1.6031 2.2383 0.000
H 2.5197 -1.9818 0.6534 0.000
H 1.4829 -1.4507 1.9879 0.000
H 4.6824 0.0111 1.5520 0.001
H 4.1927 1.3379 0.4840 0.000
H 4.2697 -0.3195 -0.1430 0.000
H 2.7763 1.9490 2.0098 0.000
H 2.6105 0.6088 3.1558 0.001
H 0.6126 2.0703 2.9648 -0.002
H 0.2724 0.3808 2.6603 0.000
H -4.2828 3.9809 -0.3000 0.000
N 1.3826 -0.7387 -2.2212 0.001
C 0.8121 -2.0697 -2.2701 0.000
C 1.3145 -3.0404 -3.1263 0.000
C 0.6904 -4.2756 -3.1991 0.000
C -0.4494 -4.5330 -2.4429 0.000
C -0.9357 -3.5631 -1.5826 0.000
C -0.2842 -2.3356 -1.4676 -0.001
P -0.7553 -1.0428 -0.2807 -0.025
C -2.4598 -0.6545 -0.8090 -0.001
C -2.5961 0.1424 -1.9465 0.000
C -3.8474 0.4227 -2.4688 0.000
C -4.9823 -0.0959 -1.8584 -0.002
C -4.8563 -0.8969 -0.7329 0.000
C -3.6010 -1.1777 -0.2056 -0.002
C -0.9608 -1.9142 1.3055 -0.006
C -0.3996 -3.1626 1.5638 -0.003
C -0.5371 -3.7466 2.8163 0.000
C -1.2308 -3.0880 3.8225 -0.003
C -1.7875 -1.8386 3.5758 0.000
C -1.6496 -1.2542 2.3260 -0.003
H 2.3302 -0.7344 -2.5786 0.001
H 0.8493 -0.1232 -2.8312 0.002
H 2.1784 -2.8272 -3.7483 0.000
H 1.0825 -5.0345 -3.8662 0.000
H -0.9477 -5.4921 -2.5186 0.000
H -1.8162 -3.7585 -0.9807 0.000
H -1.7153 0.5528 -2.4322 0.001
H -3.9360 1.0568 -3.3422 0.000
H -5.9632 0.1203 -2.2633 0.000
H -5.7383 -1.3085 -0.2570 0.000
H -3.5265 -1.8080 0.6708 0.000
H 0.1524 -3.6854 0.7927 0.000
H -0.1027 -4.7214 3.0051 0.000
H -1.3388 -3.5468 4.7978 0.000
H -2.3326 -1.3168 4.3543 0.000
H -2.0890 -0.2779 2.1425 0.000
C 4.4359 4.4324 -0.4630 0.000
C 3.8807 3.8861 -1.7862 0.000
C 3.0974 2.6621 -1.5908 0.002
N 2.4857 1.7076 -1.4372 0.014
H 4.9426 5.3763 -0.6529 0.000
H 5.1554 3.7427 -0.0236 0.000
H 3.6336 4.6092 0.2524 0.000
H 4.6812 3.6690 -2.4908 0.000
H 3.2218 4.6149 -2.2572 0.000
```

Output
multiplicity: 2
expectation value of S²: 0.8960
E_HOMO (alpha / beta): -9.73 / -9.59 eV
Kohn-Sham gap (alpha / beta): 6.992 / 7.381 eV
net charge: +1

***

Number 1: maximum force 0.122 hartree/bohr. Number 2: maximum force 0.020 hartree/bohr. Number 3: maximum force 0.139 hartree/bohr. Number 4: maximum force 0.085 hartree/bohr. Number 5: maximum force 0.066 hartree/bohr. Number 6: maximum force 0.009 hartree/bohr. Number 7: maximum force 0.033 hartree/bohr. Number 8: maximum force 0.031 hartree/bohr.